1.
Formula: C39H37InN7O4P2
Source: the OMol25 dataset
Level of theory: the ωB97M-V functional and the def2-TZVPD basis

The value obtained for the highest occupied orbital energy is -9.42 eV. The energy relative to the best compared isomer or geometry (same formula, charge and spin) comes out at 0.0 kJ/mol. Its multiplicity is 1. As for the charge: +1.

Last column: Löwdin charge in e.
Positions of all 90 atoms, in Å:
1 In 0.84290 -0.50551 -0.22009  0.763
2 O -1.50774 2.90080 2.79317  -0.031
3 C -0.82111 2.73663 3.88875  -0.319
4 C -1.29939 3.08316 5.15975  -0.018
5 C -0.50928 2.81440 6.28564  -0.096
6 C 0.76554 2.31331 6.16993  -0.112
7 C 1.26932 1.98833 4.89998  -0.051
8 C 0.54311 2.21288 3.74125  -0.077
9 C 1.01173 1.89509 2.36581  -0.365
10 O 0.24072 2.27975 1.37107  -0.002
11 N 2.14202 1.27728 2.19452  0.063
12 N 2.31507 0.84621 0.94660  -0.055
13 C 3.54790 0.90853 0.42159  -0.025
14 C 3.78482 0.42131 -0.91033  -0.247
15 C 5.11651 0.46674 -1.45060  0.013
16 C 5.36799 -0.06696 -2.70127  -0.036
17 C 4.26806 -0.49430 -3.41737  -0.032
18 C 2.98944 -0.48050 -2.86796  -0.100
19 N 2.75880 -0.08390 -1.63100  0.051
20 H -0.70269 2.66349 1.90204  0.022
21 H -2.28259 3.55321 5.28750  0.118
22 H -0.87716 3.08650 7.28920  0.113
23 H 1.36606 2.13228 7.05674  0.098
24 H 2.28737 1.59430 4.86880  0.109
25 H 4.36485 1.39797 0.96782  0.144
26 H 5.91917 0.80686 -0.78701  0.124
27 H 6.38704 -0.10747 -3.07379  0.124
28 H 4.36573 -0.89494 -4.41390  0.114
29 H 2.12167 -0.82427 -3.44916  0.125
30 O -0.11007 -4.01304 -2.20689  0.100
31 C 0.57843 -3.11812 -1.76999  -0.545
32 O 0.39048 -1.79502 -1.91877  -0.179
33 C 1.79027 -3.43470 -0.87771  -0.174
34 C 2.50989 -4.62493 -1.12266  0.030
35 C 3.64214 -4.83386 -0.38485  -0.030
36 C 4.03899 -3.88352 0.54820  -0.023
37 C 3.22229 -2.79324 0.81434  -0.121
38 N 2.09587 -2.59967 0.12289  0.028
39 H 2.17187 -5.28388 -1.90666  0.130
40 H 4.20766 -5.74512 -0.49517  0.120
41 H 4.92171 -3.99062 1.14747  0.111
42 H 3.48011 -2.10039 1.59899  0.111
43 C -0.66854 -3.67502 2.00586  -0.197
44 P -0.11311 -1.91052 2.18837  0.877
45 C 1.15624 -1.95925 3.49805  -0.238
46 C -1.56377 -1.16719 2.93174  -0.397
47 C -1.73911 -1.12393 4.32132  -0.078
48 C -2.76510 -0.40189 4.87287  -0.056
49 C -3.73390 0.17920 4.04540  -0.052
50 C -3.60818 0.10156 2.68673  -0.077
51 C -2.51927 -0.53923 2.09200  -0.387
52 P -2.09403 -0.47107 0.34639  0.884
53 C -3.15864 0.92038 -0.19247  -0.247
54 C -3.01750 -1.91267 -0.40365  -0.214
55 H -0.25078 -4.32119 2.76932  0.051
56 H -0.43412 -4.05484 1.00090  0.034
57 H -1.76055 -3.68936 2.07358  0.049
58 H 0.71985 -2.28169 4.43694  0.034
59 H 1.55828 -0.95274 3.62959  0.032
60 H 1.97333 -2.65090 3.18688  0.046
61 H -1.07454 -1.71519 4.97754  0.108
62 H -2.90288 -0.31087 5.96130  0.125
63 H -4.58483 0.68265 4.49077  0.118
64 H -4.34357 0.58057 2.03689  0.108
65 H -2.94938 1.80385 0.40149  0.050
66 H -4.20165 0.63736 -0.10682  0.046
67 H -2.92063 1.14721 -1.24192  0.038
68 H -3.61142 -2.39383 0.38817  0.051
69 H -2.29150 -2.66776 -0.80438  0.038
70 H -3.66411 -1.53454 -1.22163  0.055
71 N -4.49317 2.18290 -9.28609  0.179
72 C -3.83337 2.15434 -8.34605  -0.178
73 C -3.05355 2.15996 -7.15154  -0.226
74 C -2.70284 0.94501 -6.55292  -0.006
75 C -1.99088 0.93813 -5.36754  -0.001
76 C -1.62940 2.14238 -4.76628  -0.167
77 C -1.99210 3.36288 -5.34098  0.008
78 C -2.70486 3.35446 -6.52970  -0.008
79 N -0.90858 2.12291 -3.52460  0.009
80 C -0.51019 3.24724 -2.74976  0.000
81 C 0.09450 2.75617 -1.62195  -0.072
82 N 0.10477 1.35561 -1.71246  0.017
83 C -0.46107 1.05330 -2.85690  -0.176
84 H -3.03840 0.02149 -7.02417  0.132
85 H -1.63345 0.00239 -4.87608  0.122
86 H -1.67614 4.30126 -4.84053  0.119
87 H -3.04881 4.28447 -6.96861  0.130
88 H -0.62088 4.26187 -3.06951  0.109
89 H 0.51869 3.28826 -0.77243  0.110
90 H -0.57230 0.04084 -3.25002  0.123



2.
Formula: C39H37N13O2SSn
Source: the OMol25 dataset
Level of theory: the ωB97M-V functional and the def2-TZVPD basis

The value obtained for the highest occupied orbital energy (alpha / beta) is -12.89 / -12.19 eV. The energy relative to the best compared isomer or geometry (same formula, charge and spin) comes out at 150.2 kJ/mol. Its multiplicity is 1. As for the charge: +2.

Last column: Löwdin charge in e.
Positions of all 93 atoms, in Å:
1 Sn -0.66656 0.72893 0.05669  1.295
2 C 0.50250 4.71947 2.80079  -0.088
3 C -0.34151 4.11715 1.87263  -0.084
4 N -0.73630 2.85847 2.02232  0.094
5 C -0.31483 2.18966 3.10317  -0.218
6 C 0.59598 2.77081 3.97438  -0.064
7 N 1.00903 4.02870 3.81592  0.112
8 C -0.90586 0.83429 3.31007  -0.184
9 C -0.94902 0.21758 4.54681  0.076
10 C -1.64405 -0.98259 4.68938  -0.106
11 C -2.34170 -1.47279 3.58607  0.075
12 C -2.23909 -0.81122 2.37670  -0.181
13 N -1.49385 0.27985 2.24739  0.061
14 C -3.00955 -1.17705 1.14951  -0.198
15 C -3.81041 -2.30588 1.05436  -0.044
16 N -4.57774 -2.53833 -0.01012  0.127
17 C -4.53083 -1.66407 -1.00878  -0.070
18 C -3.67170 -0.57237 -0.96502  -0.089
19 N -2.92968 -0.32695 0.11164  0.024
20 C -1.65379 -1.71308 5.97903  -0.181
21 C -1.64420 -3.10144 5.99887  -0.013
22 C -1.63008 -3.75317 7.22426  -0.111
23 N -1.62629 -3.10624 8.39037  0.084
24 C -1.63565 -1.77318 8.36782  -0.108
25 C -1.64739 -1.03683 7.19115  -0.007
26 H 0.80014 5.75771 2.70979  0.123
27 H -0.69420 4.64531 0.99223  0.127
28 H 1.02425 2.21776 4.80596  0.123
29 H -0.45887 0.66756 5.40109  0.123
30 H -2.98698 -2.33402 3.69468  0.126
31 H -3.84627 -3.05405 1.83885  0.127
32 H -5.17213 -1.84886 -1.86241  0.125
33 H -3.57510 0.11807 -1.79825  0.088
34 H -1.61844 -3.67794 5.08040  0.114
35 H -1.61692 -4.83683 7.27616  0.117
36 H -1.63106 -1.27577 9.33212  0.118
37 H -1.67572 0.04683 7.23145  0.117
38 S -1.77472 2.39816 -1.89854  0.704
39 C -0.71294 2.33636 -3.22254  -0.785
40 N -0.77059 3.35215 -4.05605  0.067
41 N -0.45464 3.29778 -5.31659  0.087
42 C -0.54660 2.24756 -6.25046  -0.218
43 C 0.02984 2.47774 -7.49890  -0.006
44 C -0.08340 1.52352 -8.49095  -0.051
45 C -0.79178 0.35272 -8.25133  -0.049
46 C -1.37911 0.13465 -7.00772  -0.057
47 C -1.25501 1.07187 -6.00071  -0.034
48 N 0.24221 1.34465 -3.50676  0.046
49 N 0.78209 0.78071 -2.55661  0.071
50 C 1.79783 -0.11528 -2.93943  -0.271
51 C 1.94387 -0.58971 -4.24555  -0.009
52 C 2.96112 -1.47531 -4.53216  -0.049
53 C 3.84977 -1.86990 -3.53215  -0.047
54 C 3.71528 -1.38032 -2.23913  -0.058
55 C 2.67684 -0.51740 -1.93849  -0.020
56 H -0.25245 4.20775 -5.70204  0.168
57 H 0.57009 3.40153 -7.68733  0.126
58 H 0.36704 1.69742 -9.45937  0.120
59 H -0.89607 -0.38665 -9.03583  0.118
60 H -1.95083 -0.76743 -6.82988  0.115
61 H -1.74193 0.91267 -5.04882  0.103
62 H 1.24268 -0.27706 -5.01042  0.105
63 H 3.06941 -1.86840 -5.53584  0.117
64 H 4.64353 -2.56977 -3.76386  0.117
65 H 4.42365 -1.67445 -1.47370  0.112
66 H 2.52863 -0.12281 -0.94067  0.093
67 C -0.21253 -3.64615 0.11926  -0.040
68 C -0.67557 -2.42834 -0.66805  -0.511
69 C -0.28810 -2.53545 -2.13356  -0.033
70 O -0.12343 -1.26278 -0.04642  -0.404
71 H -0.65911 -4.55407 -0.29288  0.096
72 H -0.51386 -3.55925 1.16853  0.077
73 H 0.87752 -3.73774 0.06602  0.089
74 H -1.76294 -2.41180 -0.62087  0.094
75 H 0.79833 -2.62718 -2.23269  0.081
76 H -0.61156 -1.63837 -2.67265  0.070
77 H -0.76398 -3.40673 -2.59346  0.097
78 C 3.64637 3.68916 1.27368  0.024
79 N 3.09449 2.34202 1.52535  -0.016
80 C 3.73032 1.47944 2.36266  -0.016
81 C 3.29258 0.22301 2.59571  0.022
82 C 2.12058 -0.20307 1.90557  -0.347
83 N 1.44574 0.68916 1.15555  0.067
84 C 1.90784 1.95366 0.91026  -0.540
85 O 1.28654 2.69553 0.14730  -0.036
86 N 1.64549 -1.44133 1.97840  0.217
87 H 4.71192 3.61473 1.07096  0.103
88 H 3.47621 4.33362 2.13364  0.094
89 H 3.14251 4.10487 0.41149  0.094
90 H 4.63660 1.85446 2.82223  0.150
91 H 3.82760 -0.44047 3.26036  0.124
92 H 2.18523 -2.16033 2.42898  0.132
93 H 0.89526 -1.68480 1.30897  0.064



Electronic energy: -83411.1978; -81162.5070 (eV)